Record 1
The following is a quantum chemistry calculation of a cluster of 3 separate species, H5O3 in total, from OMol25.

Summary:
highest occupied orbital energy = -0.1588 Eh
molecular weight = 53.0 g/mol
ΔE to the lowest compared entry with this formula, charge and spin = 1.0 kcal/mol
orbital gap = 9.259 eV
LUMO = 4.938 eV

ORCA input file:
```
! wB97M-V def2-TZVPD RIJCOSX def2/J DEFGRID3
* xyz -1 1
O 1.38736 -1.15777 -1.52732
O -0.76782 1.53858 1.51203
O -0.69027 -0.21419 -0.25661
H -0.19462 1.17818 2.19808
H 0.53253 -0.77884 -1.11825
H 1.96016 -1.29078 -0.76682
H -0.73034 0.76527 0.72610
H -1.49701 -0.04045 -0.76719
*
```



Record 2
The following is a quantum chemistry calculation of a structure of composition C2H4N2OS2 in a non-equilibrium geometry, from OMol25.

Summary:
highest occupied orbital energy = -0.3310 Eh
molecular weight = 136.2 g/mol
ΔE to the lowest compared entry with this formula, charge and spin = 104.4 kcal/mol
orbital gap = 8.297 eV
LUMO = -0.711 eV

ORCA input file:
```
! wB97M-V def2-TZVPD RIJCOSX def2/J DEFGRID3
* xyz 0 1
S -0.24152 -1.95109 -0.20789
S -1.59807 0.36377 -1.23531
O 2.18073 -0.39477 0.20685
N -0.29131 2.10214 1.32428
N 1.68431 0.94779 0.60818
C -0.52173 -0.19196 -0.10727
C 0.36548 0.96869 0.66949
H -1.02053 2.58847 0.89101
H 3.15845 -0.55507 0.91104
H 0.48178 -2.14172 0.88922
H 0.55445 2.65370 1.84467
*
```



Record 3
The following is a quantum chemistry calculation of a cluster of 2 separate species, CH3IOS2 in total in a non-equilibrium geometry, from OMol25.

Summary:
highest occupied orbital energy (spin up / spin down) = -0.3487 / -0.3478 Eh
molecular weight = 222.1 g/mol
ΔE to the lowest compared entry with this formula, charge and spin = 118.6 kcal/mol
orbital gap (spin up / spin down) = 7.016 / 7.634 eV
LUMO (spin up / spin down) = -2.473 / -1.830 eV

ORCA input file:
```
! wB97M-V def2-TZVPD RIJCOSX def2/J DEFGRID3
* xyz 0 1
I 2.58247 0.58301 0.22106
S -0.34088 -1.24038 0.92035
S 1.32346 -1.49274 -0.16008
O 0.46261 -0.49085 -2.26894
C -0.90256 0.40803 0.37928
H -1.02705 1.17846 1.15329
H -1.94753 0.27023 0.04574
H -0.15050 0.78425 -0.29071
*
```



Record 4
The following is a quantum chemistry calculation of a structure of composition C11H11BIrN3S3 in a non-equilibrium geometry, from OMol25.

Summary:
highest occupied orbital energy (spin up / spin down) = -0.4142 / -0.4248 Eh
molecular weight = 484.5 g/mol
ΔE to the lowest compared entry with this formula, charge and spin = 3.9 kcal/mol
expectation value of S² = 0.766
orbital gap (spin up / spin down) = 5.974 / 5.845 eV
LUMO (spin up / spin down) = -5.297 / -5.714 eV

ORCA input file:
```
! wB97M-V def2-TZVPD RIJCOSX def2/J DEFGRID3
* xyz 1 2
Ir -0.26783 0.27955 0.45333
S -2.56595 0.28048 -0.19041
S 0.72552 1.64789 -1.03581
S 0.34163 -1.39224 -0.88584
N -1.57529 -0.39559 2.11019
N -3.59552 -1.46608 1.62790
N 1.40735 0.05546 1.53907
C 2.51053 -0.97025 -4.18411
C 1.80363 -0.29698 2.57060
C 1.23681 -0.71497 -2.17735
C -2.63467 -0.58650 1.26888
C 2.16016 1.25284 -3.30501
C -3.54590 -2.13823 2.79982
C 1.79834 -1.54280 -3.17055
C 1.41603 0.68127 -2.24006
C 2.69400 0.43680 -4.25379
C -1.45082 -1.12762 3.21089
C -2.47867 -1.98627 3.62715
B 2.06832 -0.88522 4.00147
H 1.66578 -2.61574 -3.12038
H -4.37496 -2.80045 3.00685
H -4.35908 -1.63061 0.98194
H -0.52776 -1.01550 3.77674
H 1.48456 -0.13256 4.75536
H 2.94631 -1.59950 -4.94823
H 3.23033 -1.00130 4.26748
H 3.26567 0.85938 -5.06821
H 1.50971 -1.97247 3.92788
H 2.29259 2.32624 -3.34137
H -2.40485 -2.53181 4.55480
*
```



Repeat the third record exactly.
The following is a quantum chemistry calculation of a cluster of 2 separate species, CH3IOS2 in total in a non-equilibrium geometry, from OMol25.

Summary:
highest occupied orbital energy (spin up / spin down) = -0.3487 / -0.3478 Eh
molecular weight = 222.1 g/mol
ΔE to the lowest compared entry with this formula, charge and spin = 118.6 kcal/mol
orbital gap (spin up / spin down) = 7.016 / 7.634 eV
LUMO (spin up / spin down) = -2.473 / -1.830 eV

ORCA input file:
```
! wB97M-V def2-TZVPD RIJCOSX def2/J DEFGRID3
* xyz 0 1
I 2.58247 0.58301 0.22106
S -0.34088 -1.24038 0.92035
S 1.32346 -1.49274 -0.16008
O 0.46261 -0.49085 -2.26894
C -0.90256 0.40803 0.37928
H -1.02705 1.17846 1.15329
H -1.94753 0.27023 0.04574
H -0.15050 0.78425 -0.29071
*
```



Which of these has the lowest molecular weight? H5O3



What did the fourth record say?
The following is a quantum chemistry calculation of a structure of composition C11H11BIrN3S3 in a non-equilibrium geometry, from OMol25.

Summary:
highest occupied orbital energy (spin up / spin down) = -0.4142 / -0.4248 Eh
molecular weight = 484.5 g/mol
ΔE to the lowest compared entry with this formula, charge and spin = 3.9 kcal/mol
expectation value of S² = 0.766
orbital gap (spin up / spin down) = 5.974 / 5.845 eV
LUMO (spin up / spin down) = -5.297 / -5.714 eV

ORCA input file:
```
! wB97M-V def2-TZVPD RIJCOSX def2/J DEFGRID3
* xyz 1 2
Ir -0.26783 0.27955 0.45333
S -2.56595 0.28048 -0.19041
S 0.72552 1.64789 -1.03581
S 0.34163 -1.39224 -0.88584
N -1.57529 -0.39559 2.11019
N -3.59552 -1.46608 1.62790
N 1.40735 0.05546 1.53907
C 2.51053 -0.97025 -4.18411
C 1.80363 -0.29698 2.57060
C 1.23681 -0.71497 -2.17735
C -2.63467 -0.58650 1.26888
C 2.16016 1.25284 -3.30501
C -3.54590 -2.13823 2.79982
C 1.79834 -1.54280 -3.17055
C 1.41603 0.68127 -2.24006
C 2.69400 0.43680 -4.25379
C -1.45082 -1.12762 3.21089
C -2.47867 -1.98627 3.62715
B 2.06832 -0.88522 4.00147
H 1.66578 -2.61574 -3.12038
H -4.37496 -2.80045 3.00685
H -4.35908 -1.63061 0.98194
H -0.52776 -1.01550 3.77674
H 1.48456 -0.13256 4.75536
H 2.94631 -1.59950 -4.94823
H 3.23033 -1.00130 4.26748
H 3.26567 0.85938 -5.06821
H 1.50971 -1.97247 3.92788
H 2.29259 2.32624 -3.34137
H -2.40485 -2.53181 4.55480
*
```